2 unconnected molecules or ions with the total composition C5H10O. Source: the Open Molecules 2025 dataset; level of theory: the ωB97M-V functional and the def2-TZVPD basis.

Geometry as XYZ:
```
16
Properties=species:S:1:pos:R:3:forces:R:3
O -2.095579 0.135171 0.706509 -0.36 -0.03 0.02
C -1.267608 0.178154 -0.443266 0.04 0.11 -0.41
C -0.470249 -1.124003 -0.544753 -0.25 -0.01 -0.01
C 0.714635 -0.811454 0.316441 -0.10 0.20 -0.05
C 1.014442 0.490470 0.175769 -0.13 -0.09 -0.03
C -0.205653 1.270003 -0.207439 -0.12 0.01 -0.25
H -2.669268 -0.634251 0.603884 -0.01 0.17 0.16
H -1.852671 0.386521 -1.342831 -0.13 -0.03 0.03
H -1.032653 -2.023416 -0.278909 -0.13 0.17 0.09
H -0.087641 -1.272373 -1.566080 -0.24 -0.04 0.15
H 1.118666 -1.543667 1.001438 0.54 -0.07 -0.66
H 1.976996 0.981655 0.235150 -0.26 -0.01 0.74
H -0.511569 1.862463 0.670604 0.04 -0.06 -0.31
H -0.067236 1.965139 -1.038967 -0.11 -0.11 -0.10
H 2.787412 -0.792548 1.073462 0.67 -0.16 0.22
H 2.714115 -0.183730 1.479941 0.55 -0.06 0.43
```
Positions in Å, forces in eV/Å.

Calculated values
electronic energy = -7391.9908 eV
E_HOMO = -8.826 eV
energy above the lowest of the compared OMol25 structures with the same formula, charge and spin = 267.70 kJ/mol
net charge = 0
SMILES = OC1CC=CC1.[H][H]
HOMO-LUMO gap = 9.7311 eV



C2H2O2 in the gas phase in a non-equilibrium geometry. Source: the Open Molecules 2025 dataset; level of theory: the ωB97M-V functional and the def2-TZVPD basis.

Geometry as XYZ:
```
6
Properties=species:S:1:pos:R:3:forces:R:3
C 1.055674 0.600749 0.174615 2.61 0.45 0.75
C -0.089740 0.916384 0.141950 -2.66 -0.46 -1.14
O -1.339012 0.876870 -0.230501 0.10 0.11 0.39
O -1.935928 -0.347201 0.270688 1.26 -1.51 0.13
H 2.057852 0.739077 0.500137 0.18 -0.35 -0.03
H -1.183738 -1.050219 0.215062 -1.49 1.76 -0.10
```
Positions in Å, forces in eV/Å.

Calculated values
electronic energy = -6195.4297 eV
E_HOMO = -10.034 eV
energy above the lowest of the compared OMol25 structures with the same formula, charge and spin = 446.21 kJ/mol
net charge = 0
SMILES = C#COO
HOMO-LUMO gap = 10.6014 eV



A molecular structure, C10H14BrCl2I2O5P. Source: the Open Molecules 2025 dataset; level of theory: the ωB97M-V functional and the def2-TZVPD basis.

Geometry as XYZ:
```
35
Properties=species:S:1:pos:R:3:forces:R:3
C -1.428418 1.897381 -1.326423 -0.52 0.02 -0.13
C -2.139485 1.732648 -0.004265 0.21 0.12 0.11
I -4.212072 1.620684 -0.296896 0.00 -0.11 0.12
C -1.555039 1.711899 1.200912 -0.41 -0.31 -0.09
I -2.759153 1.577226 2.934906 0.25 -0.05 -0.19
C -0.047446 1.876430 1.397546 -0.74 -0.35 0.20
P 0.373882 2.358119 3.215474 -0.07 0.47 -0.33
O 1.965706 2.656371 2.963401 0.04 -0.32 0.26
Br 0.485208 0.493429 4.459714 0.11 -0.10 0.00
O 0.281593 3.170815 0.854343 -0.15 0.11 0.19
C 1.356774 3.090124 0.046391 0.01 0.09 -0.08
O 1.834301 4.019098 -0.509706 0.25 0.32 -0.13
O 1.761731 1.828073 -0.063988 0.02 -0.42 -0.26
C 0.841971 0.901603 0.561220 0.73 0.36 0.47
C 1.718833 -0.169827 1.210062 -0.22 -0.25 -0.29
C 1.192406 -1.597878 1.060854 0.04 -0.06 -0.02
O 0.293095 -2.028397 2.062394 -0.10 0.08 0.03
H -0.660847 2.659367 -1.292109 0.28 -0.09 0.02
H -1.069322 0.939736 -1.696041 0.30 0.08 0.05
H -2.148614 2.215452 -2.073287 0.00 0.16 -0.05
H 2.517612 1.927216 3.271856 0.21 0.10 -0.12
H 0.291920 0.409418 -0.234854 -0.31 0.16 -0.01
H 2.652953 -0.142163 0.650291 0.07 0.12 -0.07
H 1.965407 0.055819 2.236259 0.03 -0.04 0.26
H 0.649593 -1.692401 0.121540 0.01 0.03 -0.03
H 2.044089 -2.277648 0.983745 0.07 -0.07 0.13
H 0.787278 -2.200971 2.869044 -0.05 0.07 0.04
Cl -0.632194 -4.932228 -1.688791 -0.01 -0.01 0.02
C -1.233546 -4.053382 -3.116277 -0.02 -0.05 -0.03
C -0.533014 -2.732790 -3.293911 0.06 0.03 -0.10
Cl -0.957559 -1.582048 -1.995355 -0.07 -0.09 -0.07
H -2.305674 -3.920692 -3.000246 -0.01 0.01 0.04
H -1.047177 -4.681590 -3.985234 0.03 0.00 -0.01
H -0.831357 -2.274868 -4.234820 -0.05 0.01 0.01
H 0.546566 -2.854023 -3.287750 0.01 0.01 0.05
```
Positions in Å, forces in eV/Å.

Calculated values
electronic energy = -141412.1232 eV
E_HOMO = -8.943 eV
net charge = 0
HOMO-LUMO gap = 8.8208 eV